# 1
The following is a quantum chemistry calculation of C33H46BrMoN3P2Se as an isolated structure at a distorted geometry, from the Open Molecules 2025 dataset.

As for the multiplicity: 3. Its total charge is +4. For the HOMO energy (alpha / beta), the calculation gives -18.9 / -18.9 eV. Its expectation value of S² is 2.081. The HOMO-LUMO gap (alpha / beta) is 5.12 / 3.97 eV.

Last column: Mulliken spin population.
CARTESIAN COORDINATES (ANGSTROEM)
1 C -1.6147 -3.8849 0.3479  0.003
2 C -0.4317 -3.1963 0.6900  0.054
3 C 0.7671 -3.9269 0.8181  0.016
4 C 0.7353 -5.2952 0.5282  -0.003
5 N -0.3824 -5.9218 0.1692  0.016
6 C -1.5327 -5.2574 0.0866  -0.006
7 C -0.4742 -1.7587 0.8600  -0.059
8 C -1.3053 -0.7849 1.3404  -0.064
9 C -1.7534 -0.3788 2.6139  0.258
10 C -1.8491 1.0272 2.8733  0.022
11 C -0.9776 1.5068 3.8454  0.049
12 C -0.2080 0.5420 4.5046  0.143
13 C -0.6441 -0.7837 4.6754  0.035
14 C -1.5193 -1.2659 3.7094  0.071
15 Mo 0.3382 0.1567 0.3741  1.309
16 P 0.6408 -0.6834 -1.7982  -0.082
17 H 1.7024 -3.4489 1.1131  -0.009
18 H -2.5662 -3.3582 0.2410  -0.003
19 H 1.6548 -5.8854 0.5834  0.000
20 H -2.4265 -5.8184 -0.2048  0.000
21 H -1.8355 -2.3090 3.6733  0.001
22 H -2.4242 1.6908 2.2304  -0.007
23 H -0.2488 -1.4001 5.4816  0.001
24 H -0.8232 2.5683 4.0135  0.006
25 C 1.1311 0.4670 -3.1532  0.028
26 C 1.7599 -0.1518 -4.4073  0.000
27 H 1.8236 1.1996 -2.7115  0.001
28 H 0.2325 1.0435 -3.4240  0.005
29 H 2.0173 0.6529 -5.1101  0.000
30 H 2.6923 -0.6891 -4.1901  0.000
31 H 1.0705 -0.8223 -4.9376  0.000
32 C 1.9286 -2.0072 -1.8125  0.022
33 C 1.6861 -3.2190 -2.7166  0.005
34 H 2.0338 -2.3654 -0.7750  -0.021
35 H 2.8981 -1.5379 -2.0514  -0.001
36 H 2.5267 -3.9189 -2.6010  0.001
37 H 0.7816 -3.7709 -2.4279  -0.001
38 H 1.6402 -2.9558 -3.7821  0.000
39 C -0.9780 -1.3804 -2.3550  0.017
40 C -1.1511 -1.6826 -3.8463  0.007
41 H -1.7477 -0.6552 -2.0470  -0.002
42 H -1.1798 -2.2773 -1.7493  -0.006
43 H -2.1628 -2.0809 -4.0039  0.000
44 H -1.0717 -0.7804 -4.4665  0.000
45 H -0.4527 -2.4501 -4.2055  0.001
46 Br 1.5467 1.0493 5.1465  0.088
47 P 2.6831 0.8178 0.9207  -0.067
48 C 3.9528 0.5006 -0.3553  0.023
49 C 5.2086 1.3665 -0.2850  0.006
50 H 3.4556 0.6198 -1.3326  -0.005
51 H 4.2107 -0.5659 -0.2659  0.006
52 H 5.8780 1.0635 -1.0997  0.001
53 H 4.9849 2.4323 -0.4204  0.000
54 H 5.7576 1.2289 0.6564  0.000
55 C 2.7553 2.5954 1.3629  -0.010
56 C 3.7407 3.0096 2.4558  -0.002
57 H 1.7317 2.8921 1.6431  0.002
58 H 2.9781 3.1219 0.4216  0.001
59 H 3.6901 4.1028 2.5601  -0.001
60 H 3.4798 2.5803 3.4344  0.000
61 H 4.7826 2.7589 2.2073  0.000
62 C 3.0895 -0.1979 2.3597  0.049
63 C 4.5601 -0.2876 2.7580  0.004
64 H 2.6420 -1.1960 2.2273  -0.015
65 H 2.5172 0.2701 3.1866  0.008
66 H 4.6212 -0.8829 3.6787  0.000
67 H 5.1937 -0.7805 2.0085  0.000
68 H 4.9782 0.7028 2.9812  -0.001
69 C -2.8112 3.8123 -2.1694  -0.001
70 N -3.3600 2.7567 -1.3280  0.008
71 C -2.6097 1.9114 -0.5719  0.011
72 Se -0.7527 2.1996 -0.2923  0.065
73 N -3.4813 1.1489 0.1423  0.002
74 C -4.7901 1.6108 -0.0417  0.007
75 C -5.8862 1.4817 0.8010  -0.004
76 C -6.9985 2.2935 0.5212  0.007
77 C -6.9723 3.2169 -0.5398  0.003
78 C -5.8020 3.4388 -1.2836  0.001
79 C -4.7219 2.5994 -1.0137  0.007
80 H -2.2156 4.5117 -1.5689  0.001
81 H -3.6492 4.3436 -2.6304  0.000
82 H -2.1684 3.3777 -2.9425  0.000
83 H -3.2085 0.3634 0.7364  0.002
84 H -5.8392 0.7811 1.6406  0.001
85 H -7.9034 2.2082 1.1278  0.000
86 H -7.8776 3.7809 -0.7849  0.000
87 H -5.6909 4.2100 -2.0484  0.000

=====

# 2
The following is a quantum chemistry calculation of C33H46Cl3N3P2PdSSiTe as an isolated structure at a distorted geometry, from the Open Molecules 2025 dataset.

As for the multiplicity: 5. Its total charge is 0. For the HOMO energy (alpha / beta), the calculation gives -4.8 / -6.4 eV. Its expectation value of S² is 6.019. The HOMO-LUMO gap (alpha / beta) is 4.94 / 4.41 eV.

Last column: Mulliken spin population.
CARTESIAN COORDINATES (ANGSTROEM)
1 Pd -0.2836 0.0698 -0.6695  0.663
2 C 3.9716 1.8727 -2.3231  0.018
3 C 2.7125 1.6509 -1.5191  -0.021
4 C 2.8821 1.7474 0.0079  -0.053
5 P 1.8243 0.1238 -2.0810  0.106
6 C 2.2288 -0.1316 -3.9414  0.019
7 C 1.5338 0.9291 -4.8027  0.000
8 C 1.8038 -1.5372 -4.3935  0.015
9 C 2.7524 -1.1190 -1.2268  0.019
10 C 3.9045 -1.6844 -1.7281  -0.031
11 C 4.7052 -2.5004 -0.9092  0.039
12 C 5.9837 -3.0840 -1.3967  -0.005
13 C 4.2897 -2.7992 0.3778  -0.015
14 C 3.1138 -2.2905 0.8887  0.059
15 C 2.3268 -1.4395 0.0938  -0.019
16 N 1.0962 -0.9971 0.4839  0.236
17 C 0.6504 -1.2612 1.7439  0.029
18 C 1.3720 -1.0664 2.9448  0.037
19 C 0.8621 -1.4697 4.1494  0.000
20 C -0.3554 -2.1346 4.2832  0.043
21 C -0.9145 -2.5331 5.6172  -0.001
22 C -1.0977 -2.2792 3.1043  -0.040
23 C -0.6851 -1.7139 1.8890  -0.011
24 P -1.7344 -1.3256 0.5105  0.262
25 C -1.9875 -2.8360 -0.5068  0.013
26 C -0.7848 -3.1868 -1.3682  0.027
27 C -2.4141 -3.9672 0.4186  0.022
28 C -3.2785 -0.5768 1.1663  0.069
29 C -3.4056 -0.4461 2.6897  0.033
30 C -4.5870 -1.1817 0.6172  0.025
31 H 4.5162 2.7680 -1.9319  -0.001
32 H 3.7931 2.0570 -3.3838  -0.001
33 H 4.7254 1.0378 -2.2383  -0.001
34 H 2.0469 2.4821 -1.7842  0.000
35 H 3.6063 1.0315 0.4184  0.008
36 H 1.9407 1.5606 0.4890  0.116
37 H 3.2274 2.7748 0.2771  -0.010
38 H 3.2978 -0.0520 -4.0564  0.005
39 H 0.4907 0.6715 -4.9479  0.002
40 H 2.0123 0.9795 -5.8200  -0.001
41 H 1.5749 1.9514 -4.3946  0.000
42 H 0.7081 -1.6669 -4.4816  0.000
43 H 2.1192 -2.3189 -3.6664  0.000
44 H 2.2410 -1.8045 -5.3591  0.000
45 H 4.2118 -1.4516 -2.7553  0.002
46 H 5.9190 -4.1651 -1.5394  0.003
47 H 6.7815 -2.8868 -0.6923  0.002
48 H 6.2579 -2.6573 -2.3429  0.000
49 H 4.9574 -3.3879 0.9767  0.000
50 H 2.8067 -2.5983 1.8897  0.007
51 H 2.3280 -0.5788 2.9106  0.001
52 H 1.3611 -1.1797 5.0778  0.000
53 H -0.1096 -2.8434 6.2828  0.000
54 H -1.5859 -3.3507 5.4178  0.000
55 H -1.4910 -1.7119 6.0845  0.002
56 H -2.0211 -2.8735 3.1166  -0.011
57 H -2.7649 -2.5279 -1.2126  0.009
58 H 0.0260 -3.6716 -0.7877  -0.006
59 H -0.3609 -2.2961 -1.8850  -0.013
60 H -1.0574 -3.8564 -2.1876  0.000
61 H -1.5845 -4.2337 1.1017  -0.002
62 H -2.6479 -4.8759 -0.1509  0.002
63 H -3.3361 -3.7319 1.0028  -0.002
64 H -3.2219 0.4424 0.7745  0.029
65 H -3.4391 -1.4531 3.1613  -0.004
66 H -4.3218 0.1038 2.9184  0.000
67 H -2.5479 0.1265 3.1179  0.003
68 H -4.7608 -2.1735 1.0382  0.002
69 H -4.6255 -1.2198 -0.4758  0.000
70 H -5.4138 -0.5005 0.9659  -0.004
71 Cl -1.0717 2.3642 -3.2574  0.020
72 Si -1.9219 0.8031 -2.1150  0.183
73 Cl -3.7479 1.5453 -1.5696  0.017
74 Cl -2.4859 -0.6872 -3.4879  0.018
75 Te -0.6456 1.9734 1.2611  1.860
76 N 0.7386 5.0502 -0.1482  0.028
77 C -0.5840 5.0631 0.0895  0.022
78 N -1.1658 4.2550 0.9596  0.094
79 C -2.4889 4.5343 1.1526  0.005
80 C -3.2664 4.0096 2.2088  0.078
81 C -4.6125 4.3274 2.2394  0.012
82 C -5.1494 5.2392 1.3096  0.000
83 C -4.3622 5.8386 0.3462  0.005
84 C -3.0206 5.4951 0.2969  -0.027
85 S -1.7527 6.1043 -0.7298  0.027
86 H 1.3333 4.4146 0.4069  0.011
87 H 1.1263 5.6460 -0.8568  0.000
88 H -2.8011 3.3327 2.9363  -0.024
89 H -5.2837 3.8991 2.9683  -0.001
90 H -6.2135 5.4311 1.2752  0.000
91 H -4.7690 6.6098 -0.3338  0.000

=====

> Look up the multiplicity of the second one.

5

=====

> What is the formula in the first record?

C33H46BrMoN3P2Se